Density functional theory data (the ωB97M-V functional and the def2-TZVPD basis) for a cluster of 10 separate species, C40H95Cl10O20P5 in total at a distorted geometry.

Values from the calculation:
* structure (SMILES): CCOP(=O)(OCC)OCC.CCOP(=O)(OCC)OCC.CCOP(=O)(OCC)OCC.CCOP(=O)(OCC)OCC.CCOP(=O)(OCC)OCC.ClCCCl.ClCCCl.ClCCCl.ClCCCl.ClCCCl
* energy above the lowest of the compared OMol25 structures with the same formula, charge and spin: 144.2 kJ/mol

Last columns: bonded neighbours and bond lengths (Å).
Geometry (Å):
1 Cl -2.409 4.720 -3.532  C2 1.774
2 C -3.425 4.262 -2.152  Cl1 1.774, C3 1.511, H5 1.089, H6 1.089
3 C -4.813 3.888 -2.618  C2 1.511, Cl4 1.777, H7 1.088, H8 1.088
4 Cl -5.730 3.497 -1.147  C3 1.777
5 H -3.438 5.117 -1.478  C2 1.089
6 H -2.891 3.488 -1.605  C2 1.089
7 H -4.880 3.002 -3.244  C3 1.088
8 H -5.291 4.679 -3.193  C3 1.088
9 Cl -0.722 -1.699 6.863  C10 1.794
10 C -1.313 -0.857 5.392  Cl9 1.794, C11 1.502, H13 1.091, H14 1.089
11 C -1.092 -1.743 4.199  C10 1.502, Cl12 1.785, H15 1.091, H16 1.091
12 Cl -2.488 -2.831 3.972  C11 1.785
13 H -0.714 0.055 5.398  C10 1.091
14 H -2.323 -0.456 5.451  C10 1.089
15 H -0.192 -2.328 4.395  C11 1.091
16 H -0.817 -1.217 3.284  C11 1.091
17 Cl -5.087 4.962 4.894  C18 1.811
18 C -4.971 4.017 3.354  Cl17 1.811, C19 1.516, H21 1.082, H22 1.093
19 C -3.546 3.617 3.027  C18 1.516, Cl20 1.752, H23 1.095, H24 1.093
20 Cl -2.651 2.865 4.333  C19 1.752
21 H -5.569 4.503 2.595  C18 1.082
22 H -5.445 3.087 3.679  C18 1.093
23 H -2.994 4.494 2.672  C19 1.095
24 H -3.525 3.003 2.124  C19 1.093
25 Cl 5.134 1.269 2.863  C26 1.810
26 C 6.808 1.499 3.511  Cl25 1.810, C27 1.509, H29 1.086, H30 1.087
27 C 7.606 0.218 3.493  C26 1.509, Cl28 1.788, H31 1.090, H32 1.089
28 Cl 9.266 0.407 4.133  C27 1.788
29 H 6.657 1.905 4.507  C26 1.086
30 H 7.288 2.254 2.894  C26 1.087
31 H 7.740 -0.107 2.461  C27 1.090
32 H 7.074 -0.611 3.955  C27 1.089
33 Cl -4.050 -0.752 -6.349  C34 1.781
34 C -4.881 -0.485 -4.796  Cl33 1.781, C35 1.526, H37 1.087, H38 1.089
35 C -3.944 -0.340 -3.601  C34 1.526, Cl36 1.791, H39 1.092, H40 1.088
36 Cl -2.683 0.896 -3.906  C35 1.791
37 H -5.568 -1.307 -4.614  C34 1.087
38 H -5.459 0.436 -4.855  C34 1.089
39 H -3.429 -1.290 -3.443  C35 1.092
40 H -4.404 -0.176 -2.629  C35 1.088
41 C 3.733 -2.057 9.125  C42 1.531, H52 1.091, H53 1.090, H54 1.089
42 C 2.747 -2.180 7.959  C41 1.531, O43 1.418, H55 1.093, H56 1.089
43 O 3.381 -2.163 6.690  C42 1.418, P44 1.588
44 P 3.176 -3.301 5.602  O43 1.588, O45 1.471, O46 1.611, O49 1.629
45 O 1.999 -3.175 4.730  P44 1.471
46 O 3.267 -4.664 6.457  P44 1.611, C47 1.452
47 C 2.718 -5.855 5.834  O46 1.452, C48 1.508, H57 1.095, H58 1.090
48 C 3.689 -7.006 5.905  C47 1.508, H59 1.092, H60 1.089, H61 1.088
49 O 4.599 -3.186 4.818  P44 1.629, C50 1.444
50 C 4.968 -4.215 3.875  O49 1.444, C51 1.536, H62 1.091, H63 1.093
51 C 5.629 -3.477 2.702  C50 1.536, H64 1.096, H65 1.088, H66 1.084
52 H 3.219 -2.319 10.051  C41 1.091
53 H 4.514 -2.797 8.950  C41 1.090
54 H 4.135 -1.059 9.294  C41 1.089
55 H 2.303 -3.170 8.091  C42 1.093
56 H 1.980 -1.409 8.013  C42 1.089
57 H 1.842 -6.055 6.461  C47 1.095
58 H 2.293 -5.708 4.841  C47 1.090
59 H 4.513 -6.740 5.241  C48 1.092
60 H 4.031 -7.144 6.930  C48 1.089
61 H 3.237 -7.941 5.581  C48 1.088
62 H 5.637 -4.932 4.352  C50 1.091
63 H 4.079 -4.766 3.556  C50 1.093
64 H 6.159 -4.282 2.180  C51 1.096
65 H 4.891 -3.105 1.996  C51 1.088
66 H 6.278 -2.683 3.053  C51 1.084
67 C 1.186 -0.853 -4.582  C68 1.526, H78 1.093, H79 1.092, H80 1.094
68 C 1.425 0.443 -5.352  C67 1.526, O69 1.392, H81 1.096, H82 1.096
69 O 1.372 0.271 -6.733  C68 1.392, P70 1.575
70 P 2.465 -0.482 -7.581  O69 1.575, O71 1.463, O72 1.601, O75 1.599
71 O 3.813 -0.460 -7.014  P70 1.463
72 O 1.783 -1.926 -7.697  P70 1.601, C73 1.428
73 C 2.437 -3.012 -8.356  O72 1.428, C74 1.502, H83 1.094, H84 1.091
74 C 1.520 -3.713 -9.316  C73 1.502, H85 1.099, H86 1.088, H87 1.090
75 O 2.416 0.201 -9.025  P70 1.599, C76 1.399
76 C 3.355 -0.034 -10.036  O75 1.399, C77 1.529, H88 1.093, H89 1.095
77 C 2.660 -0.403 -11.346  C76 1.529, H90 1.095, H91 1.093, H92 1.094
78 H 1.170 -0.798 -3.490  C67 1.093
79 H 0.232 -1.331 -4.813  C67 1.092
80 H 1.985 -1.567 -4.801  C67 1.094
81 H 0.677 1.120 -4.923  C68 1.096
82 H 2.356 0.937 -5.055  C68 1.096
83 H 3.361 -2.722 -8.864  C73 1.094
84 H 2.742 -3.701 -7.567  C73 1.091
85 H 0.790 -4.273 -8.714  C74 1.099
86 H 0.868 -3.133 -9.966  C74 1.088
87 H 2.039 -4.504 -9.859  C74 1.090
88 H 3.930 0.856 -10.302  C76 1.093
89 H 4.109 -0.818 -9.908  C76 1.095
90 H 3.465 -0.528 -12.077  C77 1.095
91 H 2.028 -1.288 -11.460  C77 1.093
92 H 1.982 0.392 -11.674  C77 1.094
93 C 1.766 3.384 3.229  C94 1.509, H104 1.087, H105 1.090, H106 1.096
94 C 0.495 4.195 3.169  C93 1.509, O95 1.447, H107 1.096, H108 1.091
95 O 0.810 5.561 2.808  C94 1.447, P96 1.581
96 P -0.033 6.427 1.789  O95 1.581, O97 1.471, O98 1.594, O101 1.634
97 O -1.499 6.366 1.893  P96 1.471
98 O 0.520 7.905 2.016  P96 1.594, C99 1.431
99 C 1.893 8.167 2.322  O98 1.431, C100 1.509, H109 1.090, H110 1.092
100 C 2.462 9.309 1.515  C99 1.509, H111 1.087, H112 1.090, H113 1.098
101 O 0.637 6.076 0.341  P96 1.634, C102 1.418
102 C 0.248 6.824 -0.799  O101 1.418, C103 1.524, H114 1.092, H115 1.099
103 C 0.867 6.259 -2.072  C102 1.524, H116 1.092, H117 1.091, H118 1.085
104 H 2.382 3.389 2.333  C93 1.087
105 H 2.319 3.651 4.130  C93 1.090
106 H 1.398 2.370 3.420  C93 1.096
107 H -0.240 3.775 2.474  C94 1.096
108 H -0.035 4.112 4.118  C94 1.091
109 H 1.902 8.427 3.381  C99 1.090
110 H 2.535 7.288 2.240  C99 1.092
111 H 3.480 9.639 1.709  C100 1.087
112 H 2.315 9.213 0.440  C100 1.090
113 H 1.861 10.172 1.831  C100 1.098
114 H -0.821 7.029 -0.882  C102 1.092
115 H 0.729 7.807 -0.689  C102 1.099
116 H 0.239 5.504 -2.551  C103 1.092
117 H 0.925 7.009 -2.861  C103 1.091
118 H 1.842 5.846 -1.831  C103 1.085
119 C -5.896 -4.274 2.142  C120 1.524, H130 1.089, H131 1.087, H132 1.089
120 C -5.683 -4.899 0.768  C119 1.524, O121 1.441, H133 1.089, H134 1.091
121 O -4.999 -3.939 -0.060  C120 1.441, P122 1.595
122 P -5.683 -3.336 -1.369  O121 1.595, O123 1.489, O124 1.591, O127 1.582
123 O -7.066 -3.823 -1.624  P122 1.489
124 O -5.531 -1.767 -1.157  P122 1.591, C125 1.413
125 C -5.472 -1.153 0.115  O124 1.413, C126 1.522, H135 1.094, H136 1.095
126 C -5.678 0.345 -0.061  C125 1.522, H137 1.085, H138 1.095, H139 1.094
127 O -4.721 -3.662 -2.582  P122 1.582, C128 1.435
128 C -4.806 -4.920 -3.266  O127 1.435, C129 1.526, H140 1.088, H141 1.090
129 C -4.395 -6.143 -2.451  C128 1.526, H142 1.095, H143 1.087, H144 1.087
130 H -4.914 -4.058 2.558  C119 1.089
131 H -6.473 -3.362 2.002  C119 1.087
132 H -6.453 -4.981 2.755  C119 1.089
133 H -5.094 -5.815 0.762  C120 1.089
134 H -6.675 -5.145 0.385  C120 1.091
135 H -6.249 -1.554 0.773  C125 1.094
136 H -4.555 -1.281 0.700  C125 1.095
137 H -4.931 0.770 -0.723  C126 1.085
138 H -6.705 0.549 -0.382  C126 1.095
139 H -5.731 0.876 0.894  C126 1.094
140 H -5.767 -5.044 -3.762  C128 1.088
141 H -4.043 -4.825 -4.038  C128 1.090
142 H -3.300 -6.151 -2.464  C129 1.095
143 H -4.682 -6.060 -1.405  C129 1.087
144 H -4.666 -7.094 -2.902  C129 1.087
145 C 2.118 -1.394 1.765  C146 1.525, H156 1.087, H157 1.089, H158 1.093
146 C 2.006 0.102 1.493  C145 1.525, O147 1.482, H159 1.093, H160 1.083
147 O 0.598 0.471 1.771  C146 1.482, P148 1.591
148 P -0.469 0.691 0.612  O147 1.591, O149 1.479, O150 1.604, O153 1.580
149 O -1.645 1.473 1.049  P148 1.479
150 O -0.768 -0.805 0.114  P148 1.604, C151 1.441
151 C -1.658 -0.947 -1.010  O150 1.441, C152 1.509, H161 1.091, H162 1.092
152 C -2.061 -2.389 -1.192  C151 1.509, H163 1.087, H164 1.094, H165 1.093
153 O 0.301 1.279 -0.636  P148 1.580, C154 1.460
154 C 0.466 2.712 -0.861  O153 1.460, C155 1.525, H166 1.087, H167 1.089
155 C 1.950 2.920 -1.139  C154 1.525, H168 1.087, H169 1.088, H170 1.089
156 H 1.545 -1.684 2.642  C145 1.087
157 H 1.805 -1.923 0.867  C145 1.089
158 H 3.148 -1.619 2.057  C145 1.093
159 H 2.398 0.652 2.354  C146 1.093
160 H 2.401 0.518 0.575  C146 1.083
161 H -2.515 -0.292 -0.848  C151 1.091
162 H -1.065 -0.671 -1.885  C151 1.092
163 H -2.805 -2.576 -1.962  C152 1.087
164 H -1.223 -3.028 -1.486  C152 1.094
165 H -2.441 -2.852 -0.277  C152 1.093
166 H -0.144 3.012 -1.709  C154 1.087
167 H 0.231 3.186 0.091  C154 1.089
168 H 2.545 2.359 -0.422  C155 1.087
169 H 2.246 2.652 -2.152  C155 1.088
170 H 2.192 3.966 -0.955  C155 1.089

Atomic partial charges in e from the Löwdin method, atoms 1 to 4: atom 1 (Cl): 0.565, atom 2 (C): -0.686, atom 3 (C): -0.646, atom 4 (Cl): 0.603